Molecular formula: C3H5N3
Method: DFT, wB97M-V/def2-TZVPD

Computed properties:
HOMO (spin up / spin down) ... -0.8319 / -0.7700 Eh
HOMO-LUMO gap (spin up / spin down) ... 10.87 / 5.74 eV
Total charge ... +2
Molecular weight ... 83.1 g mol⁻¹

Bonds (Å) are listed after each position.
Cartesian coordinates (Å):
1 C -0.494 0.639 1.115  N4 1.276, N6 1.339, H7 1.129
2 C -0.119 0.366 -1.028  N5 1.279, N6 1.304, H8 1.130
3 C 1.273 -1.918 0.414  H9 1.144, H10 1.056
4 N -1.056 1.580 0.461  C1 1.276, N5 1.370
5 N -0.769 1.457 -0.873  C2 1.279, N4 1.370, H11 1.034
6 N 0.124 -0.084 0.172  C1 1.339, C2 1.304
7 H -0.578 0.566 2.238  C1 1.129
8 H 0.272 -0.015 -2.016  C2 1.130
9 H 1.870 -2.095 1.374  C3 1.144
10 H 0.685 -2.512 -0.232  C3 1.056
11 H -1.208 2.017 -1.623  N5 1.034